--- a ---
{
  "formula": "C7H9NO2SSi",
  "method": "wB97M-V/def2-TZVPD",
  "species": ["H", "H", "C", "C", "N", "H", "H", "H", "H", "C", "H", "C", "O", "C", "H", "Si", "S", "C", "H", "O", "C"],
  "xyz": [[3.8504, 0.6413, -1.7807], [2.4582, 2.3634, -1.4579], [0.1218, -0.0910, -0.8323], [2.1871, -0.9222, -1.5713], [-4.6397, -1.4351, -0.7131], [0.1875, 0.9209, 2.1995], [-0.0675, 1.9429, -0.5571], [-5.2120, -1.4733, 0.1195], [-1.2229, -0.4926, 3.4903], [-3.8052, -1.4109, -1.5304], [0.5863, -2.2350, -1.2049], [1.9377, 1.4269, -1.2311], [-2.2001, 0.9777, -1.1578], [0.6838, 1.1945, -0.7960], [-2.1118, 1.3721, 3.2672], [-1.1556, 0.5344, 2.5391], [-1.6915, -0.2551, -0.6421], [2.7807, 0.3641, -1.5452], [2.7117, -1.7416, -1.9466], [-1.7167, -0.0658, 1.0883], [0.8978, -1.2090, -1.1763]],
  "lowdin_charge": [0.1241, 0.1137, -0.3340, -0.0861, 0.0692, -0.0574, 0.1100, 0.0922, -0.1022, -0.1129, 0.1085, -0.1012, -0.4273, -0.1021, -0.0742, 0.5471, 0.8859, -0.0584, 0.0801, -0.6039, -0.0712],
  "homo_ev": -9.468,
  "orbital_gap_ev": 9.839,
  "charge": 0
}

---

--- b ---
{
  "formula": "C7H9NO2SSi",
  "method": "wB97M-V/def2-TZVPD",
  "species": ["C", "H", "C", "Si", "S", "H", "O", "N", "C", "H", "C", "C", "C", "H", "H", "H", "H", "C", "H", "H", "O"],
  "xyz": [[2.0515, -1.6098, 2.5233], [0.8150, 2.2549, -0.9096], [1.4015, 2.8012, 1.6076], [1.1948, -0.0831, 1.8201], [2.5442, 1.6483, 1.9691], [0.7065, -2.9762, 1.6658], [0.5010, 0.2500, 0.4446], [0.5905, 3.5025, 1.3045], [1.5661, -2.8410, 2.2720], [2.9405, -1.6155, 3.2380], [-2.1084, 1.4277, -1.2477], [-0.4621, -0.1604, -0.4173], [-0.8387, 1.0825, -1.1709], [-2.9014, 0.7718, -0.9276], [-2.4407, 2.2300, -1.8884], [2.1565, -3.6631, 2.5502], [-1.3102, -1.1940, 3.8503], [0.2460, 1.7801, -1.8081], [0.1734, 2.4706, -2.5995], [0.8566, 0.9375, -2.0867], [-0.9022, -1.2891, -0.3688]],
  "lowdin_charge": [-0.2938, 0.0993, -0.8040, 0.4454, 0.7113, 0.0395, -0.1856, 0.1156, -0.0653, 0.0814, 0.0999, -0.4410, -0.3174, 0.0756, 0.0762, 0.0422, 0.0562, -0.0394, 0.0810, 0.0892, 0.1336],
  "homo_ev": [-10.003, -7.601],
  "orbital_gap_ev": [8.969, 7.118],
  "charge": 0
}

---

Result of the stability comparison: b is the least stable of them.

---

--- a ---
{
  "formula": "CH2Cl3OP",
  "method": "wB97M-V/def2-TZVPD",
  "species": ["Cl", "Cl", "C", "H", "P", "H", "Cl", "O"],
  "xyz": [[-3.2888, 1.4474, 0.8992], [-3.9642, -1.3902, 0.4068], [-2.8654, -0.0547, 0.0807], [0.9462, -0.4043, -1.2297], [-0.0279, -0.8068, 0.5733], [-0.2430, 0.3481, 1.3338], [-2.7815, 0.3839, -1.6145], [0.5016, 0.1323, -0.6388]],
  "lowdin_charge": [0.4622, 0.4770, -1.6468, -0.0233, 0.8376, -0.1290, 0.4629, -0.4406],
  "homo_ev": [-8.942, -8.182],
  "orbital_gap_ev": [8.078, 6.805],
  "charge": 0
}

---

--- b ---
{
  "formula": "CH2Cl3OP",
  "method": "wB97M-V/def2-TZVPD",
  "species": ["Cl", "H", "P", "H", "Cl", "C", "Cl", "O"],
  "xyz": [[-2.2112, -1.0693, -0.2102], [-2.0283, 1.4787, -0.1779], [1.9446, -1.0635, 1.0929], [1.8723, -1.0078, -0.3901], [-0.0417, 0.5336, 0.6535], [-1.5534, 0.5218, -0.4334], [-0.9967, 0.7792, -2.0647], [3.0145, -0.1728, 1.5300]],
  "lowdin_charge": [0.5712, 0.0334, 0.5855, -0.1304, 0.4120, -1.4473, 0.5496, -0.5741],
  "homo_ev": -9.122,
  "orbital_gap_ev": 8.617,
  "charge": 0
}

---

Result of the stability comparison: a is the least stable of them.

---

--- a ---
{
  "formula": "C3H2N2S",
  "method": "wB97M-V/def2-TZVPD",
  "species": ["S", "N", "C", "H", "C", "H", "N", "C"],
  "xyz": [[1.8806, -3.4486, 0.4415], [-0.4779, -1.6326, 1.2495], [0.8009, -2.0626, 0.7924], [0.8181, 0.8001, -0.6066], [0.6950, -0.0972, -0.0424], [-1.2436, 0.2958, 0.9076], [1.5155, -1.0656, 0.0844], [-0.4646, -0.4029, 0.7560]],
  "lowdin_charge": [0.6979, 0.0939, -0.7084, 0.1067, -0.1324, 0.0988, -0.0513, -0.1052],
  "homo_ev": [-9.321, -9.043],
  "smiles": "S=C1N=CC=N1",
  "orbital_gap_ev": [6.789, 6.546],
  "charge": 0
}

---

--- b ---
{
  "formula": "C3H2N2S",
  "method": "wB97M-V/def2-TZVPD",
  "species": ["H", "N", "H", "C", "N", "C", "C", "S"],
  "xyz": [[-0.0744, 2.2772, -0.0066], [-1.3772, 0.6281, -0.0910], [0.0588, -2.1668, 0.2919], [0.7359, 0.0153, 0.0877], [-1.2808, -0.7731, -0.2119], [-0.2163, 1.1011, 0.0180], [-0.1181, -1.0738, 0.0305], [2.2721, -0.0080, -0.1186]],
  "lowdin_charge": [0.1615, 0.0498, 0.1497, -0.8479, 0.0654, -0.1989, -0.2808, 0.9012],
  "homo_ev": -9.670,
  "smiles": "S=C1C=NN=C1",
  "orbital_gap_ev": 7.338,
  "charge": 0
}

---

--- c ---
{
  "formula": "C3H2N2S",
  "method": "wB97M-V/def2-TZVPD",
  "species": ["N", "N", "C", "H", "H", "S", "C", "C"],
  "xyz": [[2.0397, -0.8142, -0.2355], [0.0498, 0.5265, -0.6924], [-1.7477, -0.4509, 0.4206], [-2.0173, -1.4315, 0.1271], [-1.2863, 1.5693, 0.3992], [3.1552, 0.2279, 0.3957], [-1.1344, 0.6361, 0.0809], [0.9409, -0.2632, -0.4955]],
  "lowdin_charge": [-0.4208, 0.1646, 0.2084, 0.0399, 0.0679, 0.5294, -0.2265, -0.3630],
  "homo_ev": [-7.653, -7.652],
  "orbital_gap_ev": [4.411, 4.410],
  "charge": 0
}

---

Result of the stability comparison: c is the least stable of them.

---

--- a ---
{
  "formula": "C4H10NS",
  "method": "wB97M-V/def2-TZVPD",
  "species": ["H", "H", "C", "C", "H", "H", "N", "H", "H", "S", "H", "H", "C", "H", "H", "C"],
  "xyz": [[-0.4740, 0.3315, -1.8799], [0.6466, 2.0549, -0.5926], [0.3557, -1.7398, 0.7641], [0.4571, 1.0784, -0.1561], [-0.4780, 1.9342, 1.5961], [1.4088, 0.8448, 0.3473], [0.1160, -1.4678, -0.6679], [1.2164, -1.1299, 1.0012], [-0.5221, -1.5122, 1.3753], [-1.9001, 2.4809, -0.3461], [1.0941, -0.0866, -1.8931], [0.6866, -2.7688, 0.9292], [-0.8084, 1.3949, 0.6951], [-0.7804, -1.8340, -0.9570], [-1.2966, 0.4710, 0.9663], [0.2781, -0.0516, -1.1820]],
  "lowdin_charge": [0.0781, 0.0527, -0.1518, -0.3533, 0.0304, 0.0748, -0.1230, 0.0587, 0.0614, 0.0506, 0.0761, 0.0570, -0.7379, 0.0774, 0.0053, -0.2563],
  "homo_ev": -2.339,
  "smiles": "CNCCC[S-]",
  "orbital_gap_ev": 6.133,
  "charge": -1
}

---

--- b ---
{
  "formula": "C4H10NS",
  "method": "wB97M-V/def2-TZVPD",
  "species": ["H", "C", "N", "S", "H", "C", "H", "C", "C", "H", "H", "H", "H", "H", "H", "H"],
  "xyz": [[0.9948, 1.0511, 2.0221], [-1.3731, 2.0774, 1.6821], [-1.0394, 0.5847, 1.9355], [0.6877, -1.4815, -2.3036], [-1.0333, -0.4539, -0.7951], [0.3847, 0.3459, 1.5140], [-1.6768, 0.0215, 1.3818], [0.8341, 0.4035, -0.0147], [0.0227, -0.7546, -0.7747], [0.7241, 1.4270, -0.4340], [-2.4647, 2.0317, 1.9797], [1.8761, 0.1177, -0.1764], [-0.8109, 2.6076, 2.4697], [0.7872, -0.6215, 1.8228], [-0.0453, -1.4084, 0.0188], [-1.2901, 2.4054, 0.5792]],
  "lowdin_charge": [0.0686, -0.1320, -0.1253, 0.0315, 0.0251, -0.2740, 0.0675, -0.2564, -0.8414, 0.0780, 0.0676, 0.0676, 0.0610, 0.0945, -0.0196, 0.0872],
  "homo_ev": -2.292,
  "smiles": "CNCCC[S-]",
  "orbital_gap_ev": 5.973,
  "charge": -1
}

---

Result of the stability comparison: b is the least stable of them.

---

--- a ---
{
  "formula": "C2H4FN",
  "method": "wB97M-V/def2-TZVPD",
  "species": ["H", "H", "H", "C", "F", "N", "H", "C"],
  "xyz": [[0.8437, -0.9750, -0.8819], [1.2944, 0.5631, 0.1489], [-2.9799, 0.8483, 0.4088], [-0.6661, 0.1396, -0.0225], [-1.5694, -0.9036, 0.0147], [-1.1300, 1.2801, 0.0302], [0.6822, -1.0880, 0.8221], [0.7646, -0.3394, -0.0748]],
  "lowdin_charge": [0.0501, 0.0772, 0.2291, -0.6010, -0.0429, 0.1575, 0.1295, 0.0006],
  "homo_ev": [-10.682, -10.359],
  "orbital_gap_ev": [10.244, 9.414],
  "charge": 0
}

---

--- b ---
{
  "formula": "C2H4FN",
  "method": "wB97M-V/def2-TZVPD",
  "species": ["C", "N", "F", "H", "H", "H", "C", "H"],
  "xyz": [[-0.7988, 0.0534, 0.0759], [-0.2999, -0.1654, 1.4515], [-0.4158, 1.0932, 2.1083], [1.2680, 0.8419, 0.1942], [-1.3575, -0.7686, -0.4168], [-1.0169, 1.0987, -0.3633], [0.7053, -0.1047, 0.2081], [1.3317, -1.0124, 0.1746]],
  "lowdin_charge": [-0.1759, -0.0421, -0.1204, 0.0948, 0.1014, 0.1342, -0.0872, 0.0953],
  "homo_ev": -10.245,
  "smiles": "FN1CC1",
  "orbital_gap_ev": 11.404,
  "charge": 0
}

---

Result of the stability comparison: a is the least stable of them.

---

--- a ---
{
  "formula": "C3BrN",
  "method": "wB97M-V/def2-TZVPD",
  "species": ["Br", "C", "N", "C", "C"],
  "xyz": [[2.3213, 0.3700, -0.1283], [-1.4119, -0.6386, 0.1469], [0.0301, 1.3983, 0.0126], [-0.6829, 0.4536, 0.0903], [1.6758, -1.1896, -0.0490]],
  "lowdin_charge": [0.9322, 0.1333, -0.0376, -0.5746, -0.4533],
  "homo_ev": [-8.284, -8.215],
  "orbital_gap_ev": [6.174, 6.033],
  "charge": 0
}

---

--- b ---
{
  "formula": "C3BrN",
  "method": "wB97M-V/def2-TZVPD",
  "species": ["C", "C", "N", "C", "Br"],
  "xyz": [[-0.3219, -1.3694, 0.1439], [-1.4823, 1.2368, -0.1784], [1.8328, -0.5092, 1.0628], [0.7947, -0.9448, 0.7315], [-0.8232, 1.5865, -1.7597]],
  "lowdin_charge": [0.1209, -0.5339, 0.1863, -0.4368, 0.6635],
  "homo_ev": [-8.738, -9.659],
  "orbital_gap_ev": [6.721, 7.062],
  "charge": 0
}

---

Result of the stability comparison: a is the least stable of them.

---

--- a ---
{
  "formula": "C10H15N5",
  "method": "wB97M-V/def2-TZVPD",
  "species": ["H", "C", "N", "H", "C", "C", "H", "N", "N", "H", "C", "C", "H", "H", "H", "H", "C", "H", "N", "H", "C", "H", "H", "H", "C", "C", "C", "H", "H", "N"],
  "xyz": [[-0.1211, -0.5154, -0.6734], [-3.6140, 2.4643, 4.6144], [0.6781, -7.2748, 1.7876], [-0.7115, 1.1772, -0.7471], [-0.0417, -4.9396, 0.8095], [7.4249, 2.9626, -1.5665], [-1.0446, -4.7433, 1.1888], [-4.0646, 3.3513, 5.2296], [-4.8957, -1.6923, -1.3335], [-3.7239, 0.7062, 3.7555], [1.3042, 0.8673, -1.2234], [-5.0575, -0.9437, -2.1628], [-4.5357, 0.7834, -3.3016], [7.6718, 2.2159, -0.8118], [-0.0666, -4.8548, -0.2769], [-2.1799, 0.9490, 4.4827], [0.1071, 0.5251, -0.4425], [0.2732, 0.5138, 0.6348], [2.2564, 1.0826, -1.8255], [-6.2211, 0.5059, -3.3104], [-2.9405, 1.4528, 3.8862], [0.5891, -4.1828, 1.2758], [-5.1465, -0.5100, -4.2919], [7.5983, 2.5214, -2.5481], [0.3331, -6.2617, 1.3033], [8.4032, 4.0339, -1.3590], [-5.2683, -0.0234, -3.3242], [-2.6103, 1.6154, 2.8603], [6.4102, 3.3402, -1.4409], [9.1941, 4.8736, -1.1888]],
  "lowdin_charge": [0.0768, -0.2960, 0.1189, 0.0794, -0.0844, -0.0740, 0.0798, 0.1318, 0.1172, 0.0845, -0.2843, -0.2742, 0.0713, 0.0802, 0.0812, 0.0891, -0.0724, 0.0782, 0.1223, 0.0766, -0.0927, 0.0798, 0.0783, 0.0817, -0.2754, -0.2863, -0.0686, 0.0836, 0.0833, 0.1147],
  "homo_ev": -11.590,
  "smiles": "CC#N.CC#N.CC#N.CC#N.CC#N",
  "orbital_gap_ev": 11.278,
  "charge": 0
}

---

--- b ---
{
  "formula": "C10H15N5",
  "method": "wB97M-V/def2-TZVPD",
  "species": ["H", "H", "H", "C", "H", "C", "N", "H", "N", "C", "C", "H", "H", "H", "H", "H", "H", "H", "C", "N", "C", "C", "H", "C", "C", "N", "H", "C", "H", "N"],
  "xyz": [[-11.2692, 6.2308, -2.0053], [-13.4584, 9.3381, -5.6148], [-14.7702, 8.3686, -6.3410], [-16.6303, 6.7377, -0.6915], [-12.7635, 7.0780, -2.8203], [-12.3330, 6.2615, -2.2406], [-13.7653, 6.0066, -0.0230], [-19.0240, 6.8585, -0.8521], [-18.2157, 7.5580, 3.5149], [-19.4876, 6.4467, 0.0444], [-15.9342, 6.5190, -1.9906], [-12.5034, 5.3389, -2.7955], [-13.2163, 7.6482, -5.6368], [-20.3341, 7.1047, 0.2407], [-15.8540, 5.9277, 2.2973], [-17.0012, 4.7319, 2.8565], [-15.7583, 7.4330, -2.5578], [-18.7797, 6.4316, 0.8731], [-14.0054, 8.3966, -5.5648], [-15.0052, 8.0619, -3.1081], [-16.9150, 5.6796, 2.3249], [-13.1442, 6.1230, -0.9918], [-16.5650, 5.8722, -2.6004], [-19.8725, 5.0293, -0.0553], [-17.6515, 6.7170, 3.0239], [-17.1879, 6.8735, 0.3437], [-14.9315, 6.1138, -1.8547], [-14.5247, 8.2318, -4.1544], [-17.1769, 5.4777, 1.2863], [-20.0879, 3.8748, -0.1691]],
  "lowdin_charge": [0.0868, 0.0831, 0.0910, -0.1248, 0.0421, -0.0414, 0.1648, 0.0700, 0.1372, -0.1049, -0.0906, 0.0860, 0.0805, 0.0909, 0.0808, 0.0844, -0.1632, 0.0084, -0.0146, 0.1658, -0.1220, -0.2628, 0.0973, -0.2531, -0.3043, 0.0282, 0.0232, -0.0714, 0.0338, 0.0988],
  "homo_ev": -9.242,
  "orbital_gap_ev": 9.005,
  "charge": 0
}

---

--- c ---
{
  "formula": "C10H15N5",
  "method": "wB97M-V/def2-TZVPD",
  "species": ["H", "C", "H", "C", "C", "C", "N", "N", "H", "N", "C", "N", "H", "C", "C", "H", "H", "C", "H", "C", "H", "C", "H", "H", "H", "H", "N", "H", "H", "H"],
  "xyz": [[2.4269, -4.5883, 3.5286], [0.9645, -6.0637, 3.9394], [-0.8259, -0.1171, -3.4558], [-1.6392, 0.9946, -5.0329], [0.1763, -1.5773, 0.5443], [-1.2005, -0.2753, -4.4604], [-2.0628, 2.3299, 0.9768], [0.0564, -2.6287, 0.9881], [1.3963, -0.1432, -0.2613], [0.5441, -6.9204, 4.5811], [-1.9351, 3.0745, -1.5154], [-1.9702, 1.9945, -5.4847], [-1.8616, 2.1747, -2.1272], [1.4997, -4.9887, 3.1270], [0.3385, -0.2525, -0.0342], [-2.8348, 3.6030, -1.8176], [-1.0625, 3.7024, -1.6695], [1.7262, 3.1431, 1.6657], [1.6397, -5.3311, 2.1044], [-2.0165, 2.6617, -0.1175], [-2.0448, -0.9662, -4.4280], [1.7084, 2.6215, 3.0267], [1.8560, 4.2230, 1.7116], [0.7896, -4.1609, 3.0885], [2.5932, 2.7172, 1.1642], [-0.3073, -0.0832, -0.8904], [1.7183, 2.2116, 4.0936], [-0.4761, -0.7263, -5.1361], [0.7880, 2.8970, 1.1762], [0.0150, 0.4744, 0.7148]],
  "lowdin_charge": [0.0799, -0.2909, 0.0570, -0.2925, -0.2604, -0.0638, 0.1443, 0.1470, 0.0861, 0.1186, -0.0558, 0.1309, 0.0609, -0.0915, -0.0650, 0.0890, 0.0851, -0.0716, 0.0780, -0.2846, 0.0884, -0.2908, 0.0833, 0.0544, 0.0815, 0.0607, 0.1326, 0.0866, 0.0458, 0.0571],
  "homo_ev": -11.293,
  "smiles": "CC#N.CC#N.CC#N.CC#N.CC#N",
  "orbital_gap_ev": 11.126,
  "charge": 0
}

---

Result of the stability comparison: b is the least stable of them.

---

--- a ---
{
  "formula": "C2HFN2O2",
  "method": "wB97M-V/def2-TZVPD",
  "species": ["C", "C", "F", "N", "O", "N", "O", "H"],
  "xyz": [[-1.2339, -0.6818, 0.0445], [0.5482, 0.9812, -0.0617], [-2.4929, -0.8569, -0.0343], [0.8725, -0.4408, -0.0513], [-0.7582, 1.1092, -0.0899], [-0.1715, -1.2201, -0.0909], [1.4254, 1.7878, -0.0079], [1.8102, -0.6785, 0.2915]],
  "lowdin_charge": [-0.1720, -0.6019, 0.2301, 0.0590, 0.0901, 0.1184, 0.1049, 0.1716],
  "homo_ev": -10.270,
  "orbital_gap_ev": 10.230,
  "charge": 0
}

---

--- b ---
{
  "formula": "C2HFN2O2",
  "method": "wB97M-V/def2-TZVPD",
  "species": ["N", "F", "H", "O", "N", "C", "C", "O"],
  "xyz": [[1.1252, -0.6390, -0.0234], [1.6422, -2.7756, -0.7371], [0.7931, 1.1510, 0.0699], [3.0049, 2.2801, -0.1574], [0.5975, 0.2870, 0.6109], [3.3760, 1.2855, 0.2681], [1.8763, -1.5500, -0.2721], [3.7190, 0.2260, 0.4659]],
  "lowdin_charge": [-0.0887, 0.0679, 0.0696, 0.2078, 0.1077, -0.4784, -0.0888, 0.2028],
  "homo_ev": [-9.436, -9.437],
  "orbital_gap_ev": [8.859, 8.861],
  "charge": 0
}

---

Result of the stability comparison: b is the least stable of them.